Record 1
The following is a quantum chemistry calculation of a structure of composition C36H42N4O2P2S6SbY, from OMol25.

Each line ends with the Mulliken charge.
Geometry (Å):
S  1.9394  5.0501  2.1765  -0.642
O  -3.6144  -1.4438  -0.3809  -0.475
H  1.0579  -7.8415  0.4461  0.123
H  5.1114  2.7910  -0.9911  0.454
C  -1.2619  -1.8046  3.1165  -0.701
H  -2.1860  -2.1763  2.6894  0.504
C  0.0332  -2.7990  -2.7030  0.036
C  -0.2480  -1.9944  -4.9525  -0.769
C  5.8288  -1.9858  -0.9185  -0.913
H  -5.8676  0.7661  -0.5036  0.199
H  2.2303  6.6872  -1.2335  0.358
H  0.6537  6.4145  -2.0277  0.431
N  0.5872  3.8114  -1.4981  0.358
H  7.0218  -3.2999  -2.1213  0.407
C  4.5461  -1.5348  -0.6421  -0.172
C  0.6542  -0.9702  -4.7018  -0.684
C  -3.8124  0.9484  -0.3758  0.279
H  -0.1703  -3.5352  -1.9376  0.450
H  -0.7016  -2.0878  -5.9312  0.377
C  4.9450  -3.4180  -2.6386  -0.612
C  2.2285  -3.7307  0.8314  -1.303
S  3.4749  -7.6836  0.4426  -0.143
H  0.8278  6.2867  -0.2584  0.313
H  -3.9573  1.5560  0.5177  0.299
C  -0.5563  -2.9069  -3.9553  -0.740
H  2.0524  -0.5521  4.6350  0.348
C  1.1178  -1.4487  2.9254  0.553
H  2.7616  -5.0429  -0.7917  0.219
H  2.0492  -1.5355  2.3819  0.326
C  -0.0810  -1.9067  2.3669  0.062
H  -2.1628  -1.1746  4.9488  0.432
C  -0.0461  -0.8131  4.9331  -0.578
H  1.8743  -9.4004  0.6945  0.409
P  1.7828  -1.5076  -0.8485  1.469
C  2.8658  4.0919  -1.1755  -1.164
S  0.5288  2.4869  4.8363  -0.597
N  -5.0532  0.6143  -1.0838  -0.663
C  1.2244  -0.8457  -3.4464  -0.337
H  -0.5788  -6.7050  3.3701  0.458
C  -0.5124  -4.8855  2.2455  -0.242
H  3.7226  4.7203  -0.9916  0.363
C  -1.5793  -6.9006  1.4802  -0.678
H  5.1020  -4.1554  -3.4155  0.462
C  -1.9629  -6.2555  0.3148  -0.736
C  0.7290  2.4567  -1.5547  -0.551
H  -1.2448  -3.7177  -4.1598  0.470
H  -0.3610  4.1617  -1.5059  0.330
C  2.9903  2.7044  -1.2274  0.787
C  1.3161  6.1009  -1.2186  -1.507
C  0.9140  -1.7584  -2.4382  0.410
C  3.4588  -2.0285  -1.3592  0.548
C  3.3194  -5.9824  1.0571  -0.929
H  4.3328  -5.5781  1.0314  0.425
H  4.5170  1.4492  -2.0099  0.284
Sb  1.0379  3.0293  2.6969  0.681
N  1.9275  1.9033  -1.4046  0.752
C  1.1278  -0.9153  4.2090  -1.077
H  2.8216  -3.3356  -2.9414  0.450
H  -0.0290  -0.3491  5.9078  0.526
Y  0.3025  0.5019  0.7186  -0.246
C  4.3225  2.0542  -1.1225  -0.896
H  -1.8476  -7.9371  1.6411  0.430
C  3.6632  -2.9650  -2.3698  -1.016
H  4.3757  -0.8090  0.1449  0.571
P  -0.2965  -2.5403  0.6457  0.816
H  3.2063  -3.2456  0.8759  0.759
H  1.3902  -5.5898  0.1719  -0.132
H  2.9945  -6.0320  2.0994  0.334
C  -3.0745  -0.3231  0.0371  -0.160
H  -1.9234  -4.4189  -0.7954  0.486
C  -0.8591  -4.2415  1.0586  0.578
H  1.7582  -8.2445  2.0410  0.212
C  -0.8625  -6.2114  2.4491  -0.835
H  -3.1279  1.5037  -1.0167  -0.008
N  1.2827  -2.9103  0.0623  0.725
C  -1.2419  -1.2652  4.3874  -0.860
C  1.8725  -8.3463  0.9626  -0.675
C  1.6169  4.6522  -1.2934  0.612
H  1.9146  -0.0393  -3.2312  0.206
H  6.6708  -1.6015  -0.3570  0.487
H  1.8740  -3.8336  1.8581  0.574
S  2.4664  1.2909  1.7430  -0.528
H  0.0232  -4.3526  3.0203  0.311
H  -4.3986  -1.1445  -0.9133  0.447
S  -0.6313  1.4924  -1.8636  -0.468
C  2.3780  -5.1252  0.2249  0.008
S  -0.9004  2.6735  1.2768  -0.510
H  -5.1647  1.1591  -1.9264  0.213
C  -1.6088  -4.9301  0.1070  -0.502
O  -2.0741  -0.3149  0.7258  -0.258
H  -2.5439  -6.7832  -0.4310  0.436
H  4.3084  1.3925  -0.2580  -0.015
C  6.0251  -2.9327  -1.9123  -0.684
H  0.8989  -0.2605  -5.4816  0.450

E_LUMO: -0.29 eV
F_max: 1.4 eV Å⁻¹
Gap between HOMO and LUMO: 6.451 eV
DFT total energy: -139245.392 eV

---

Record 2
The following is a quantum chemistry calculation of a structure of composition C36H43AsBN6ORh, from OMol25.

Each line ends with the Mulliken charge.
Geometry (Å):
C  -2.8904  -3.4641  -1.6430  -0.439
H  0.7551  -2.4826  0.9591  -1.174
C  1.7684  -3.5138  -0.6250  -1.277
H  0.9694  4.2457  -2.9178  0.422
C  -2.5290  1.4654  -1.8614  -0.238
H  5.6750  -0.7884  1.9968  0.524
C  -5.2076  1.4195  -1.0851  -0.824
H  2.3263  1.2423  -4.7716  0.414
C  -0.6853  2.4353  2.7639  1.812
C  1.6825  2.0886  -4.5338  -1.895
H  -1.4974  -3.5685  0.8276  0.478
C  -2.8186  -1.0065  3.4118  -0.761
H  -0.9599  3.8616  1.1484  0.478
H  4.1411  3.1497  -3.2791  0.473
N  2.8406  2.0057  2.0081  -0.101
C  1.6862  -3.0482  0.8317  2.622
C  -1.2483  3.3072  3.8815  -2.178
C  2.9718  2.8667  3.0092  -0.278
H  -2.3343  3.2248  3.9116  0.429
C  -1.8998  -2.4974  -1.8025  0.507
As  -1.8764  -1.0108  -0.6286  1.887
H  -3.2035  -0.3003  4.1357  0.489
C  3.7788  2.6660  -2.3895  -1.215
H  0.1170  3.3250  -1.6771  0.209
H  -3.0007  3.3214  -2.8215  0.418
H  -1.0011  4.3573  3.7180  0.440
C  -2.6585  -0.6230  2.0891  -0.678
C  -2.0228  -3.2221  2.8786  -0.847
H  -0.9619  1.3933  2.9619  -0.086
H  2.2062  3.0045  -4.8113  0.358
H  -0.4678  3.3296  -3.3565  0.332
H  -2.3534  2.8173  1.4294  0.462
H  -0.3103  -3.7157  -4.5170  0.451
H  -2.0433  -5.4497  -4.2437  0.430
C  2.5133  2.1198  -2.1748  0.025
H  -5.3688  3.2806  -2.1311  0.440
H  0.8354  -4.8911  1.5770  0.397
N  3.8309  -0.1685  1.2030  -0.078
C  -1.8577  -2.8506  1.5543  -0.603
O  -0.2763  -0.3690  -0.7987  1.030
B  3.9540  1.3637  1.1022  -0.149
C  -0.9705  -2.5695  -2.8345  -0.302
H  2.6782  -4.0919  -0.7918  0.427
H  1.5925  -3.8988  2.8339  0.422
C  1.3020  2.1077  -3.0566  2.341
C  -4.3693  0.3820  -0.7064  -0.505
C  0.4225  3.3212  -2.7262  -1.261
H  0.7415  1.1934  -2.8249  -1.117
C  -3.0324  0.4204  -1.0940  0.388
C  -4.7099  2.4739  -1.8394  -0.701
H  4.5156  -3.2612  1.9421  0.477
H  -0.8612  3.0092  4.8558  0.484
N  3.6859  1.8005  -0.3535  -0.151
C  -1.0275  -3.6416  -3.7110  -0.810
H  3.9496  3.1995  3.3183  0.513
H  2.5840  -4.8203  1.6985  0.431
C  1.6730  -4.2284  1.7979  -1.751
H  0.7881  2.0255  -5.1531  0.449
H  -2.6330  -2.5967  4.8349  0.442
C  4.6906  -1.0812  1.6708  -0.272
C  -2.0047  -4.6161  -3.5556  -0.571
H  5.4851  2.7125  -0.9414  0.523
H  0.9149  -4.1490  -0.8682  0.366
H  1.7728  -2.6666  -1.3138  0.175
H  -2.9231  0.3795  1.7737  0.515
H  -0.2106  -1.8071  -2.9468  0.343
H  -3.6168  -3.3954  -0.8418  0.449
H  -0.9409  2.1856  0.5897  -0.155
C  -1.2629  2.8450  1.4051  -1.125
N  2.6718  -0.7908  0.8802  0.530
C  1.7092  3.2049  3.5000  -1.233
C  0.8113  2.4885  2.7352  -0.676
C  4.0843  -2.3232  1.6405  -1.353
H  -1.7882  -4.2312  3.1893  0.497
H  -4.7578  -0.4400  -0.1167  0.441
C  4.4777  2.4476  -1.2171  -0.345
N  2.4784  1.6032  -0.9393  0.621
H  -1.4910  1.4715  -2.1658  0.198
C  -3.3772  2.4986  -2.2285  -0.679
C  -2.1758  -1.5490  1.1663  0.383
H  1.4930  3.8803  4.3085  0.566
Rh  1.0980  0.5062  0.2580  0.383
C  2.8016  -2.0979  1.1410  -0.240
H  -6.2487  1.4042  -0.7931  0.444
N  1.5087  1.7610  1.8241  0.858
C  -2.5000  -2.3004  3.8029  -0.698
C  -2.9356  -4.5294  -2.5287  -0.831
H  -3.6965  -5.2896  -2.4179  0.439
H  5.0244  1.7323  1.4695  -0.034

E_LUMO (spin up / spin down): -5.06 / -8.69 eV
Multiplicity: 5
Total charge: +2
F_max: 0.2 eV Å⁻¹
Gap between HOMO and LUMO (spin up / spin down): 9.316 / 5.671 eV
DFT total energy: -113527.687 eV

---

Record 3
The following is a quantum chemistry calculation of a cluster of 14 separate species, C36H43Cl52N2O5S in total, from OMol25.

Each line ends with the Mulliken charge.
Geometry (Å):
O  6.2939  1.4762  0.9779  -0.675
C  5.0114  3.5228  -3.3985  0.071
H  -3.3593  5.3931  4.3341  0.357
C  3.3114  -0.5610  0.3916  -0.871
Cl  -3.2856  -7.4012  -5.0941  -0.048
H  -3.1594  -3.1120  1.8148  0.100
H  3.8322  -0.3548  -0.5527  0.245
Cl  -3.6218  -6.5838  -7.8421  -0.097
C  -3.0812  1.6516  3.7457  -0.374
S  4.8948  1.5579  1.2249  1.247
C  -6.9433  -6.8074  -3.7347  -1.014
H  -2.9857  -6.2337  -0.8430  0.187
Cl  8.6974  5.1864  -1.7809  -0.065
C  6.5582  7.2979  -13.5214  0.312
O  4.2068  2.2312  0.1580  -0.500
Cl  7.0246  5.7018  -9.0805  -0.132
Cl  2.3151  -1.2257  4.7167  -0.109
Cl  -3.8311  1.7031  0.0161  0.117
H  -4.9847  4.7936  4.6297  0.167
C  -0.6548  4.5717  -0.5861  -0.179
Cl  9.8837  -2.1270  7.6558  -0.091
H  -1.3637  -2.3296  0.1970  0.428
Cl  6.0648  3.2701  -2.0122  -0.056
H  5.0871  -0.7627  1.6529  0.507
C  -8.5276  4.3474  5.6100  0.308
C  -0.9197  -0.8574  2.0763  0.708
H  0.4800  -2.4774  2.3669  -0.658
C  -3.2494  -4.2033  -0.0198  -0.861
C  -1.1532  -3.0787  0.9695  -0.214
H  -3.5517  0.8660  4.3434  0.198
Cl  4.9955  -2.3080  4.8002  0.052
H  4.0908  3.1425  2.3769  0.367
H  -0.4436  -3.8156  0.5899  -0.073
H  -6.4066  -7.9315  -1.9914  0.352
N  -2.1112  1.0241  2.7693  1.010
C  -0.3604  -0.0043  1.1259  0.883
Cl  8.2690  7.9353  -2.5503  -0.109
Cl  -1.3706  -8.3950  0.0936  -0.078
Cl  6.7652  -2.3008  -3.8527  -0.099
Cl  5.3817  8.0755  -9.4092  -0.086
H  -7.5287  -7.6782  -4.0492  0.352
Cl  -6.3290  1.0581  -1.2839  -0.113
H  3.1425  -1.6371  0.4160  0.678
O  -4.0727  2.3497  3.1114  -0.222
Cl  -3.1633  -1.5882  8.0509  -0.100
C  9.1228  6.4395  -2.9529  0.318
H  -1.0036  5.2086  0.2362  0.282
H  -1.0102  6.1465  -1.9955  0.426
C  -2.4765  -3.7811  1.2661  -0.436
H  1.9115  0.9294  1.2368  0.613
C  -3.5760  -5.7156  -0.0810  -0.368
Cl  -5.0380  3.5833  -1.8075  -0.119
Cl  6.6487  9.0633  -13.4703  -0.100
Cl  -0.6474  -2.8898  7.4977  -0.070
C  -5.0488  -6.0315  -0.3807  -1.215
Cl  -0.9526  3.7728  6.4703  -0.077
C  -3.4624  -7.9720  -6.7608  0.305
Cl  0.0481  4.6907  9.0180  -0.090
Cl  7.7558  -4.0657  7.4519  -0.091
C  -5.4084  -5.9758  -1.8771  0.077
Cl  -9.0447  3.3204  6.9503  -0.093
Cl  -3.8810  1.1360  -2.8144  -0.126
H  3.6685  -0.0510  2.4494  0.159
Cl  -4.9047  -8.9841  -6.8822  -0.091
H  -5.7130  -4.9577  -2.1529  0.217
Cl  3.1316  -3.2330  2.7996  -0.090
C  5.2122  -2.0465  -4.6516  0.309
C  4.2439  -0.0821  1.5171  -0.770
Cl  -7.2403  3.5316  4.7066  -0.041
Cl  4.9569  2.0395  -4.3648  -0.015
C  -4.7716  1.8696  -1.4734  0.247
H  -2.3647  -4.6674  1.9000  0.489
C  -0.7591  1.3486  1.0302  0.230
C  5.6967  6.6635  -8.4005  0.379
H  -5.2872  -7.0491  -0.0412  0.431
H  0.3490  -0.4359  -0.8569  0.637
C  -2.3090  -2.6695  6.9536  0.316
C  -0.5859  -2.3146  2.2113  0.054
H  -4.1877  -3.6546  -0.1411  0.477
Cl  5.6321  4.8549  -4.3794  0.029
Cl  -2.2866  -1.9422  5.3178  -0.066
H  -2.3110  4.9219  -1.9695  0.138
Cl  7.1409  -1.2999  8.0074  -0.094
H  -2.3496  -0.8255  3.7312  -0.039
H  -4.5799  -6.2990  -2.5207  -0.075
C  2.0152  0.2843  0.3572  -0.564
H  2.0905  0.9535  -0.5015  0.163
Cl  8.0941  -2.0707  5.3934  -0.100
Cl  -2.7112  5.1439  8.3035  -0.083
H  -7.4967  -6.5776  -1.6837  0.263
Cl  10.8661  6.7251  -2.9092  -0.097
H  -7.5909  -5.9455  -3.9321  0.314
C  -1.8502  -0.2574  2.9364  -0.435
H  -1.1143  -2.7062  3.0840  0.119
Cl  2.7522  -3.9504  5.5693  -0.099
Cl  3.9281  -1.9568  -3.4294  -0.056
H  -6.0495  -6.7545  -4.3626  0.150
C  0.0781  -7.3898  0.1668  0.330
Cl  8.6526  5.9132  -4.5738  -0.057
H  -5.7498  -5.3747  0.1515  0.352
Cl  0.3043  -6.7909  1.8193  -0.086
C  -3.8580  3.7702  3.0540  -0.041
H  -3.3269  -6.2272  0.8577  0.433
Cl  4.2405  5.6660  -8.3101  -0.098
Cl  -9.8948  4.6537  4.5370  -0.093
C  -6.5966  -6.8791  -2.2342  -0.480
Cl  7.1308  6.6370  -11.9853  -0.013
C  8.2214  -2.3916  7.1313  0.370
C  0.6942  -0.5439  0.1778  -1.182
C  -1.2336  5.0782  -1.9079  -1.055
C  3.3052  -2.6820  4.4763  0.167
O  -1.1830  3.2567  -0.3285  -0.095
N  -1.6443  1.8415  1.8722  -0.516
H  -2.4641  2.2490  4.4285  0.126
H  -0.7362  4.5484  -2.7263  0.288
Cl  4.8833  -3.3875  -5.7506  -0.093
Cl  4.8812  6.8021  -13.7828  -0.101
Cl  3.3728  3.9169  -2.8373  -0.057
Cl  5.2572  -0.5315  -5.5593  -0.080
H  0.6638  2.7951  0.4478  0.499
H  0.8793  -1.6036  0.3467  0.403
H  0.1038  1.7130  -0.8973  0.154
Cl  1.4832  -8.3419  -0.3122  -0.082
C  -3.9622  4.4789  4.4103  -0.791
H  -3.5032  3.9138  5.2347  0.158
Cl  6.1463  7.1973  -6.7757  -0.065
Cl  -3.1297  -4.2254  6.8811  -0.090
Cl  -2.0382  -8.9138  -7.2136  -0.100
Cl  -7.9144  5.8809  6.2413  -0.102
H  -2.8968  4.0285  2.5977  0.057
H  -2.6177  -3.9603  -0.8841  0.319
Cl  -0.6131  6.5982  6.9570  -0.089
Cl  7.5650  6.6934  -14.8428  -0.101
Cl  -0.0969  -6.0176  -0.9397  -0.108
H  0.4365  4.5865  -0.6667  0.298
C  -1.0565  5.0571  7.6937  0.307
H  -4.6300  4.1652  2.3894  0.400
C  -0.2003  2.3091  -0.0286  -1.031
O  4.7024  2.4142  2.5616  -0.519

E_LUMO: -3.62 eV
Total charge: +1
F_max: 2.7 eV Å⁻¹
Gap between HOMO and LUMO: 8.340 eV
DFT total energy: -713235.907 eV